C19H21FIrN4O2S | ωB97M-V with the def2-TZVPD basis set

```
49
Properties=species:S:1:pos:R:3:forces:R:3
Ir -0.7727 -0.2371 -0.8220 -0.564 -0.745 -2.656
C 4.2794 0.2158 -1.1320 -0.032 0.032 0.008
N 3.3010 1.2647 -0.8436 0.175 0.023 -0.043
C 3.5821 2.4824 -0.2504 0.017 -0.088 -0.028
C 2.4287 3.1487 -0.1344 -0.038 -0.023 0.030
N 1.4187 2.3336 -0.6667 -0.184 -0.040 0.316
C 1.9897 1.1650 -1.1013 0.123 0.099 -0.340
S 1.3037 -0.1745 -1.8868 0.159 0.019 0.794
C 0.0597 2.7350 -0.7747 0.199 0.041 -0.187
C -0.2753 4.0417 -0.4393 0.024 0.071 -0.160
C -1.5601 4.4909 -0.6613 0.035 0.056 0.075
C -2.4789 3.6346 -1.2432 0.014 -0.014 -0.134
C -2.0820 2.3416 -1.4849 0.022 0.049 -0.216
N -0.8529 1.8613 -1.2212 -0.112 0.048 1.243
H 5.2727 0.6433 -1.0342 -0.003 0.008 0.019
H 4.1397 -0.1541 -2.1432 0.006 0.029 -0.023
H 4.1560 -0.6094 -0.4329 -0.029 -0.008 0.001
H 4.5779 2.7633 0.0431 -0.002 -0.023 -0.010
H 2.2583 4.1213 0.2805 -0.033 -0.036 0.038
H 0.4557 4.7149 -0.0255 -0.010 0.022 -0.050
H -1.8297 5.5055 -0.4011 0.011 -0.002 -0.016
H -3.4755 3.9580 -1.5046 -0.022 -0.037 0.049
H -2.7650 1.6360 -1.9312 -0.037 0.005 0.039
N -2.9279 -0.5333 -0.7010 0.318 0.269 0.900
C -3.4416 -1.8686 -0.3002 -0.157 -0.075 -0.072
C -2.8637 -2.9411 -1.2060 0.000 0.030 0.070
C -1.4402 -3.2204 -0.7770 0.219 0.127 0.165
O -1.1288 -4.2762 -0.2838 0.040 0.001 -0.127
O -0.5866 -2.2285 -0.9516 0.313 -0.240 0.164
H -3.3475 0.1705 -0.0986 -0.123 0.030 -0.092
H -3.2451 -0.3511 -1.6491 -0.115 0.004 0.020
H -4.5318 -1.8728 -0.3456 -0.012 0.082 -0.021
H -3.1520 -2.0436 0.7359 0.014 0.022 -0.003
H -2.8770 -2.6040 -2.2471 -0.081 -0.040 -0.001
H -3.4389 -3.8596 -1.1231 -0.028 0.018 -0.002
F 2.1306 -4.5524 3.0326 -0.006 0.008 -0.012
C 1.5252 -3.4351 2.6040 0.031 -0.045 0.026
C 0.1556 -3.3271 2.7270 -0.060 -0.018 -0.033
C -0.4537 -2.1678 2.2817 -0.053 -0.048 0.006
C 0.2851 -1.1379 1.7081 0.010 0.190 0.243
C -0.3755 0.0766 1.1776 -0.188 0.059 -0.700
C 1.6669 -1.2800 1.6198 0.077 -0.017 0.003
C 2.3004 -2.4262 2.0653 0.025 0.068 -0.046
H -0.4107 -4.1489 3.1416 -0.002 0.016 0.024
H -1.5294 -2.0640 2.3729 0.020 -0.021 0.031
H 0.2758 0.9525 1.2019 -0.077 0.036 0.378
H -1.3464 0.2834 1.6311 0.114 0.088 0.297
H 2.2529 -0.4732 1.1905 0.012 -0.028 0.029
H 3.3728 -2.5536 2.0038 -0.009 -0.002 0.008
```
Forces are in eV/Å.

frontier orbital gap: 7.07 eV
electronic energy: -46485.8788 eV
HOMO level: -10.80 eV
net charge: +1



C19H21FN4O3S2 | ωB97M-V with the def2-TZVPD basis set

```
50
Properties=species:S:1:pos:R:3:forces:R:3
C 1.8126 4.0210 1.0762 0.097 -0.169 0.182
C 2.6085 2.7952 1.5076 0.040 0.079 -0.309
C 3.2069 2.0636 0.3089 0.065 -0.222 0.417
C 4.0123 0.8361 0.7338 -0.392 0.402 0.226
N 4.4853 0.1046 -0.4215 0.080 -0.916 -0.131
S 4.4662 -1.5562 -0.3084 0.088 0.445 -0.109
O 4.8613 -2.0092 0.9973 -0.294 0.068 0.009
O 5.1781 -2.0494 -1.4486 -0.057 0.118 -0.203
C 2.7134 -1.8506 -0.4947 0.545 0.073 0.250
C 2.0677 -1.2719 -1.5816 -0.136 0.093 -0.253
C 0.7091 -1.4298 -1.7648 0.124 -0.099 0.134
C 0.0231 -2.1915 -0.8242 0.597 -0.276 0.530
N -1.3131 -2.4919 -0.7421 -0.181 -0.289 -0.002
C -1.4470 -3.2288 0.3323 -0.045 0.090 -0.213
S -2.9384 -3.8752 0.9345 -0.310 -0.138 0.132
C -4.1047 -3.3415 -0.3654 0.191 0.008 0.224
C -4.5722 -1.8974 -0.1669 0.231 -0.298 -0.177
O -5.6710 -1.6418 0.2678 -0.314 0.007 0.147
N -3.6230 -1.0060 -0.5368 0.301 0.028 -0.231
C -3.6397 0.3819 -0.4189 -0.191 0.399 0.129
C -4.7731 1.1100 -0.0655 -0.212 -0.170 0.044
C -4.7040 2.4881 0.0317 0.204 -0.017 -0.057
C -3.5222 3.1657 -0.2166 0.187 0.086 -0.034
C -2.4087 2.4239 -0.5653 -0.159 -0.108 0.031
F -1.2396 3.0593 -0.8066 -0.086 -0.040 0.006
C -2.4421 1.0496 -0.6733 0.015 0.157 0.003
N -0.2686 -3.4460 0.9821 -0.272 -0.106 0.097
C 0.7032 -2.7848 0.2675 0.215 0.503 -0.723
C 2.0643 -2.6174 0.4495 -0.005 -0.129 0.182
H 0.9989 3.7354 0.4149 -0.123 0.013 -0.082
H 1.3917 4.5259 1.9422 -0.082 0.115 0.027
H 2.4522 4.7237 0.5474 0.044 0.121 -0.071
H 3.4116 3.0996 2.1826 0.007 -0.044 0.096
H 1.9566 2.1121 2.0563 0.022 -0.046 0.081
H 3.8568 2.7420 -0.2470 0.011 0.063 -0.107
H 2.4078 1.7440 -0.3622 -0.012 -0.010 -0.095
H 4.8375 1.1300 1.3934 -0.089 -0.119 -0.005
H 3.3739 0.1446 1.2894 -0.018 0.191 0.170
H 5.3266 0.4583 -0.8469 0.219 -0.180 -0.195
H 2.6617 -0.6947 -2.2707 -0.017 0.123 -0.140
H 0.1921 -0.9868 -2.6006 -0.046 0.055 -0.110
H -4.9602 -4.0087 -0.2673 0.068 0.089 -0.025
H -3.6080 -3.4828 -1.3237 -0.070 -0.037 -0.038
H -2.7265 -1.4063 -0.8428 -0.364 0.009 0.080
H -5.6953 0.5914 0.1348 -0.014 -0.015 0.001
H -5.5873 3.0440 0.3055 -0.082 0.049 0.026
H -3.4552 4.2389 -0.1435 0.037 0.116 0.000
H -1.5496 0.5065 -0.9446 0.138 -0.035 -0.027
H -0.1456 -3.9859 1.8219 -0.010 0.015 -0.035
H 2.6159 -3.0405 1.2730 0.056 -0.052 0.152
```
Forces are in eV/Å.

SMILES: CCCCNS(=O)(=O)c1ccc2nc(SCC(=O)Nc3cccc(F)c3)[nH]c2c1
frontier orbital gap: 8.86 eV
electronic energy: -56535.9288 eV
HOMO level: -8.68 eV
relative energy (zero: lowest compared OMol25 entry of this formula, charge and spin): 0.000 eV
net charge: 0



C19H21IrN4O10 | ωB97M-V with the def2-TZVPD basis set

```
55
Properties=species:S:1:pos:R:3:forces:R:3
Ir 1.4452 -0.5466 -0.0389 -0.105 0.117 -0.786
O -1.1153 2.6108 -1.6969 -0.030 -0.059 0.048
C -0.5887 2.1013 -0.6924 0.104 -0.111 -0.295
O 0.2277 1.1240 -0.7758 -0.128 0.050 0.520
C -0.9920 2.7146 0.6420 0.003 -0.061 0.162
C -1.5235 3.9668 0.6155 -0.015 0.093 0.026
C -2.0038 4.5942 1.7885 0.043 -0.001 -0.075
C -2.0371 3.9049 2.9873 -0.056 0.025 0.023
C -1.5545 2.6212 3.0369 0.088 -0.175 -0.108
C -0.8752 1.9764 1.9013 0.046 0.232 -0.113
O -0.2319 0.9324 1.9754 -0.296 0.094 0.672
N -1.7201 1.9188 4.2903 0.147 -0.012 0.066
O -1.7249 0.6995 4.2899 -0.056 0.091 -0.028
O -1.8721 2.5828 5.3185 -0.015 -0.058 -0.057
N -2.5221 5.9222 1.7378 -0.108 -0.004 -0.011
O -2.5000 6.5271 0.6685 0.024 0.002 0.043
O -2.9867 6.4238 2.7646 0.052 0.001 -0.049
H -1.5924 4.4745 -0.3353 -0.001 0.006 0.006
H -2.4614 4.3572 3.8705 0.012 -0.005 -0.016
N -0.3768 -1.5564 1.0461 -0.030 -0.010 -0.308
C -0.0257 -2.8129 1.7017 0.023 0.062 0.010
C 0.6759 -3.7657 0.7349 0.030 0.130 0.133
C 2.1616 -3.4377 0.5159 0.027 0.078 -0.174
O 2.9937 -4.2939 0.8271 -0.073 -0.070 -0.064
O 2.4765 -2.3181 -0.0344 0.092 -0.482 0.395
H -0.5601 -0.8025 1.7038 0.040 0.071 0.029
H -1.1850 -1.6479 0.4380 -0.014 -0.158 0.064
H -0.9037 -3.3027 2.1426 -0.008 -0.037 -0.034
H 0.6477 -2.5733 2.5278 -0.015 0.044 -0.016
H 0.1408 -3.7291 -0.2175 0.046 -0.023 -0.068
H 0.6381 -4.7905 1.1033 -0.026 0.012 0.065
C 2.8612 2.5171 -0.2127 0.021 0.024 0.026
O 3.3426 1.5866 0.7387 -0.105 -0.218 0.012
C 2.9625 0.2511 0.6366 0.246 0.345 -0.038
C 4.0114 -0.4979 1.4505 -0.081 0.065 -0.058
H 3.6539 2.7169 -0.9444 0.003 0.007 0.021
H 2.6240 3.4459 0.3113 -0.029 -0.007 -0.003
H 1.9837 2.1514 -0.7307 -0.011 -0.036 -0.035
H 4.8942 0.1257 1.6159 -0.018 -0.007 -0.011
H 4.2914 -1.4290 0.9632 -0.060 -0.027 -0.003
H 3.5772 -0.7544 2.4221 0.049 -0.014 0.000
C -2.0406 -3.2436 -5.1815 -0.004 -0.002 0.002
C -1.2827 -2.6471 -4.0272 -0.008 -0.007 -0.020
C -0.0744 -3.1781 -3.5957 0.036 -0.020 0.007
C 0.5935 -2.5851 -2.5354 0.088 0.050 -0.016
N 0.1338 -1.5135 -1.8924 0.059 -0.046 0.006
C -1.0164 -0.9842 -2.3151 0.054 0.019 -0.001
C -1.7495 -1.5215 -3.3632 -0.016 0.046 0.020
H -1.6485 -4.2262 -5.4452 0.000 0.001 0.002
H -1.9679 -2.6040 -6.0639 0.002 0.002 0.000
H -3.1000 -3.3490 -4.9416 0.001 0.001 -0.002
H 0.3520 -4.0503 -4.0783 -0.002 0.007 0.008
H 1.5453 -2.9625 -2.1780 -0.011 -0.021 0.029
H -1.3226 -0.0764 -1.8109 -0.032 -0.011 -0.009
H -2.6782 -1.0470 -3.6592 0.013 0.005 0.005
```
Forces are in eV/Å.

frontier orbital gap: 4.98 eV
electronic energy: -49314.0487 eV
HOMO level: -0.89 eV
relative energy (zero: lowest compared OMol25 entry of this formula, charge and spin): 0.000 eV
net charge: -2



C19H21N3O2S6Sn | ωB97M-V with the def2-TZVPD basis set

```
52
Properties=species:S:1:pos:R:3:forces:R:3
Sn 1.2739 0.6867 -0.6967 0.342 -0.266 -0.286
O 2.9610 1.5369 -7.6969 -0.027 -0.016 0.064
C 2.7262 1.4204 -6.5077 0.037 0.007 -0.067
S 3.6879 0.4659 -5.3905 -0.001 0.020 0.048
C 2.7958 0.8156 -3.9004 -0.068 0.100 -0.079
C 1.7127 1.6103 -4.0436 0.069 -0.076 -0.068
S 0.5706 2.1551 -2.8363 0.001 0.117 0.015
S 1.3778 2.1864 -5.6829 -0.025 -0.021 0.045
S 3.4395 0.1030 -2.4502 0.008 -0.030 -0.057
C -0.0077 -1.4979 -3.4761 -0.048 -0.071 0.061
C -0.8198 -2.2452 -2.4592 -0.035 -0.018 -0.016
C -1.6948 -3.2472 -2.8395 0.000 -0.006 0.068
C -2.4634 -3.9615 -1.9164 0.009 0.032 0.014
C -2.3156 -3.6469 -0.5683 0.039 0.012 -0.046
C -1.4468 -2.6555 -0.1382 -0.044 -0.006 -0.022
C -1.2944 -2.3560 1.3278 0.007 -0.048 -0.027
C -0.6686 -1.8835 -1.0728 0.051 0.036 -0.117
N 0.1419 -0.9256 -0.6305 -0.190 0.181 0.260
H -0.1753 -1.8942 -4.4817 0.006 0.000 0.010
H 1.0591 -1.5590 -3.2409 0.004 0.039 -0.015
H -0.2604 -0.4348 -3.4706 0.032 0.004 -0.020
H -1.7801 -3.4868 -3.8980 0.008 0.031 0.002
H -3.1501 -4.7370 -2.2375 0.013 -0.005 -0.009
H -2.8956 -4.1938 0.1742 0.028 0.004 0.013
H -1.6540 -3.1913 1.9375 -0.035 0.022 -0.005
H -1.8477 -1.4573 1.6261 0.059 -0.011 0.028
H -0.2453 -2.1543 1.5587 -0.010 0.008 -0.002
C 3.0828 -1.7894 3.2166 -0.090 0.045 -0.069
S 2.5114 -0.4483 2.1311 0.171 0.025 0.389
C 4.1630 -0.0212 1.5536 -0.051 0.036 -0.095
O 2.1005 0.6476 3.0632 0.043 -0.091 0.005
H 3.7506 -1.3768 3.9747 0.001 -0.008 -0.026
H 3.5837 -2.5431 2.6081 -0.017 -0.023 0.045
H 2.1974 -2.2181 3.6840 0.023 0.004 0.000
H 4.7726 0.2597 2.4140 -0.012 -0.037 0.002
H 4.0513 0.8150 0.8646 -0.016 -0.023 -0.002
H 4.5821 -0.8734 1.0160 0.007 0.039 -0.001
N -3.1897 4.2268 4.4509 -0.183 0.223 -0.287
C -3.4929 3.0986 3.7589 -0.202 -0.122 0.215
S -4.8994 2.2993 4.0924 0.103 -0.046 -0.036
C -2.4993 2.6682 2.7450 0.159 0.016 -0.150
C -1.2847 3.3357 2.5840 0.005 0.063 0.095
C -0.4351 2.9594 1.5584 0.025 0.032 -0.015
N -0.7157 1.9766 0.7168 -0.431 0.000 0.008
C -1.8457 1.2950 0.8923 0.078 -0.011 -0.065
C -2.7643 1.6111 1.8834 -0.128 -0.042 -0.021
H -3.9734 4.6143 4.9529 0.089 -0.040 0.122
H -2.5821 4.8997 4.0111 0.100 -0.046 0.070
H -0.9710 4.1245 3.2548 0.056 0.003 -0.025
H 0.5117 3.4646 1.3980 0.020 -0.042 0.040
H -1.9927 0.4645 0.2072 -0.002 0.014 0.025
H -3.6880 1.0571 1.9785 0.022 -0.008 -0.015
```
Forces are in eV/Å.

frontier orbital gap: 3.57 eV
electronic energy: -99452.9463 eV
HOMO level: -0.42 eV
relative energy (zero: lowest compared OMol25 entry of this formula, charge and spin): 1.333 eV
net charge: -2